Density functional theory data (ωB97M-V/def2-TZVPD) for C5H9NS in the gas phase in a non-equilibrium geometry.

Structure (XYZ):
```
16
Properties=species:S:1:pos:R:3:forces:R:3:mulliken_charge:R:1
S 1.6981 1.0154 -0.1827 0.1 -1.4 0.7 -0.1420
N 3.3466 -0.9932 -0.1771 1.5 0.7 0.1 -0.2111
C -2.1307 -0.9915 -0.0584 -0.3 2.6 -0.3 -0.9970
C -0.9802 1.2341 -0.2617 1.0 1.1 1.6 -0.2240
C -1.9094 0.4142 -0.5858 -1.9 -3.2 0.1 -0.3439
C 2.1158 -0.6536 0.2102 0.6 0.0 -0.1 -0.3112
C 0.0963 1.0544 0.7493 -0.2 -3.0 -3.2 -0.6166
H -1.1291 2.1498 -0.7169 0.6 2.1 -0.9 0.3972
H 0.2356 1.7933 1.4028 0.0 3.1 2.6 0.4330
H 3.8522 -1.8611 0.1338 -1.4 1.2 -0.4 0.2646
H -0.0568 0.1138 1.2814 0.6 0.1 -0.1 0.3264
H -1.2690 -1.1364 0.5365 0.5 -1.4 0.7 0.2914
H 4.0226 -0.2633 -0.5188 -0.8 -1.0 0.2 0.1997
H -2.1963 -1.5457 -0.9613 0.0 -1.3 -0.3 0.2771
H -3.0807 -0.9753 0.4865 0.3 -0.5 0.0 0.2666
H -2.6151 0.6451 -1.3375 -0.6 0.8 -0.8 0.3899
```
Positions in Å, forces in eV/Å.

Values from the calculation:
LUMO level = 0.759 eV
Relative energy (zero: lowest compared OMol25 entry of this formula, charge and spin) = 66.3 kcal per mole


Density functional theory data (ωB97M-V/def2-TZVPD) for a molecular structure, C3H6N2O3S in a non-equilibrium geometry.

Structure (XYZ):
```
15
Properties=species:S:1:pos:R:3:forces:R:3:mulliken_charge:R:1
S -2.3005 -0.3816 -0.1211 -3.6 -1.0 -1.6 0.5014
O -3.1553 -0.3010 1.2926 0.6 -0.1 0.3 -0.4603
O -1.0063 -0.9442 0.0344 2.4 -0.3 1.3 -0.4665
O 1.0771 1.5449 -0.5862 -0.1 -0.6 0.9 -0.5689
N -2.3138 1.2122 -0.4397 2.2 2.9 -0.8 -0.5346
N 2.7874 -1.1229 -0.1442 1.3 -1.4 1.0 -0.4497
C 2.2935 -0.4749 -1.0948 0.4 -1.0 -4.5 -0.0823
C 2.0634 -0.3909 0.9048 -1.2 -0.7 1.4 -0.2221
C 1.5393 0.4696 -0.3038 -1.1 1.5 -0.1 0.5564
H -3.6300 -1.1483 1.3931 0.4 0.4 -0.1 0.3442
H 1.4247 -1.1471 1.5377 0.8 2.0 -1.3 0.2228
H -2.5535 1.2687 -1.4401 0.0 0.1 0.7 0.2924
H 2.4887 -0.6648 -2.2330 -0.4 0.5 2.2 0.2883
H 2.7215 0.2162 1.5210 0.1 -0.2 0.4 0.2641
H -1.4363 1.8641 -0.3209 -1.9 -2.0 0.2 0.3146
```
Positions in Å, forces in eV/Å.

Values from the calculation:
LUMO level = 0.201 eV
Relative energy (zero: lowest compared OMol25 entry of this formula, charge and spin) = 72.1 kcal per mole


Density functional theory data (ωB97M-V/def2-TZVPD) for a molecular structure, C58H41Br3N6O4Ti in a non-equilibrium geometry.

Structure (XYZ):
```
113
Properties=species:S:1:pos:R:3:forces:R:3:mulliken_charge:R:1
Br -1.8279 7.1070 2.4449 0.0 0.0 0.0 -0.3209
Br 2.8158 3.9561 1.7836 0.2 0.0 0.1 -0.2104
Br 6.8830 4.6760 4.6513 0.0 0.0 0.0 -0.2951
Ti -0.4462 0.4759 0.4921 -1.9 0.9 1.2 -1.9461
O -0.8321 0.7882 -1.2079 -0.3 -0.2 -1.2 0.0568
O 0.8691 -0.6491 0.3039 1.2 -1.1 -0.3 0.9622
O -1.4219 -1.7490 -0.1620 -0.6 -1.5 -0.7 0.6877
O 0.7330 1.8983 0.9009 0.4 0.0 -0.1 -0.3903
N 0.4226 -1.6538 -1.9713 -0.1 -0.3 -0.4 1.1879
N 0.6222 0.0283 2.8076 0.1 0.0 0.2 0.1830
N -2.9964 -1.2180 1.5043 -0.7 -0.2 0.4 -0.7260
N 5.7105 -1.2379 4.4057 0.3 -0.4 1.3 -0.9376
N 5.1058 -1.9381 3.5067 0.4 -1.0 -0.5 -0.5972
N -1.8673 1.9535 1.0574 0.2 0.0 0.3 0.7079
C -0.9981 4.8922 -1.6442 -0.1 0.0 -0.1 -0.6487
C -3.2682 4.3674 1.5666 -0.5 0.2 0.0 -1.3523
C 6.3443 0.6832 5.6053 -0.2 -0.1 -0.1 -0.1665
C 1.5786 0.3354 4.9729 0.5 -0.3 0.1 -1.2200
C 3.8474 -2.2592 1.5810 0.2 0.1 0.5 -0.5172
C 6.4241 2.8207 4.5577 0.1 0.3 0.0 0.0804
C -3.8895 -2.0242 -1.6768 0.0 0.0 0.1 0.5159
C -1.9444 -0.9886 0.8451 -0.8 -0.1 0.6 -0.1066
C -4.8931 -1.9906 -2.6309 -0.1 0.0 0.0 -0.8983
C -1.9132 0.3070 -6.0095 -0.1 -0.1 -0.1 -0.7901
C 2.8217 -1.9524 0.7186 -0.9 0.6 -0.2 -0.7067
C -3.5622 -4.6708 0.3297 0.2 0.3 -0.2 0.0128
C 2.7264 -0.3585 4.6250 -0.4 0.3 0.3 -0.9245
C 1.2797 -2.7167 -4.3471 0.0 0.2 0.1 -1.1982
C -2.8328 -2.9263 -1.7836 -0.1 0.2 -0.2 1.2760
C 1.4827 -1.3720 -4.0666 0.1 -0.2 0.0 -0.4091
C -3.2154 -5.6722 2.4859 -0.1 0.0 -0.1 -0.5251
C -1.6271 -4.0924 1.6180 -0.1 0.1 -0.3 0.0179
C 1.2910 0.5256 -2.3800 -0.4 0.1 0.3 -1.6252
C -0.4845 -3.6896 -1.1226 -0.2 0.2 0.1 -1.7525
C 0.6371 -3.5174 -3.4131 0.0 0.0 0.0 -0.4211
C 0.2191 5.4885 -1.3632 0.1 0.0 0.0 -0.2870
C 5.5513 0.9717 3.3376 -0.1 -0.4 0.0 -0.0669
C 0.5581 0.4975 4.0377 -0.4 0.0 -0.3 -0.2719
C -1.0527 3.5480 -1.9599 0.1 -0.1 -0.1 -0.6132
C 5.8760 2.3046 3.3928 0.1 0.3 0.2 -0.6332
C -2.3790 -3.9433 0.4503 0.0 -0.4 0.3 -0.2026
C 0.3415 5.3153 2.1007 -0.3 0.2 0.0 -0.7080
C -1.2169 3.1055 1.3799 0.8 0.6 0.2 0.2196
C 1.0575 -0.8824 -2.8318 0.4 -0.2 -0.2 -0.2490
C 2.8640 -0.8525 3.3277 -0.3 -0.1 -0.4 1.0016
C 1.3207 3.3726 -1.6951 -0.1 -0.1 -0.2 -0.0334
C -4.8528 -2.8477 -3.7199 -0.1 -0.1 0.0 -0.7915
C -2.0390 -4.9489 2.6156 0.0 -0.2 0.2 -0.9629
C -0.8913 1.2421 -5.9664 0.1 0.0 -0.1 -0.8937
C -1.8669 4.3331 1.6863 0.4 0.0 0.0 0.7608
C 0.1937 -2.9290 -2.2308 0.2 -0.1 -0.3 -0.1486
C -0.7843 1.0256 -3.5780 -0.3 0.0 0.2 0.3662
C 3.9790 -1.6417 2.8447 -0.4 0.2 -0.4 0.1157
C 5.7928 0.1048 4.4358 0.1 0.7 -0.4 -0.0907
C -3.7786 -3.7076 -3.8657 -0.1 -0.1 -0.1 -0.9288
C 1.7627 -0.6219 2.4514 0.3 -0.1 -0.2 0.0596
C -2.7777 -3.7426 -2.9111 0.0 0.0 0.3 -0.1783
C 6.6543 2.0177 5.6670 0.0 0.2 0.0 -0.4041
C 0.1045 2.7719 -1.9966 0.0 0.2 -0.1 0.5564
C -1.8283 0.1129 -3.6235 0.1 0.1 0.2 0.4104
C -2.3960 -0.2410 -4.8325 0.0 -0.1 -0.2 -0.2538
C 0.9319 4.1207 1.7441 0.2 -0.5 -0.1 0.4298
C -3.9846 -5.5099 1.3445 0.0 -0.2 0.2 -0.9893
C -1.8324 -3.0572 -0.6533 0.5 0.2 0.0 0.5388
C -3.2140 2.0315 0.9590 -0.9 -0.2 -0.2 -0.3292
C -1.0386 5.4123 2.0347 0.2 0.0 0.1 0.3878
C 0.1959 3.0020 1.3313 -0.5 1.8 0.7 -0.2484
C -0.3268 1.6012 -4.7558 0.0 0.0 0.1 -0.6326
C -0.0825 1.2753 -2.2463 0.9 0.6 -1.1 1.4895
C 1.3725 4.7223 -1.3814 0.0 0.2 -0.1 -0.9160
C -3.9204 3.1914 1.1826 0.1 -0.2 -0.1 -1.0237
C 1.8013 -1.0729 1.1068 1.8 -0.9 1.0 0.5364
H 4.6483 -2.9137 1.2637 0.0 0.0 0.1 0.4124
H -4.1629 -4.5737 -0.5630 -0.1 0.0 0.0 0.4188
H 0.2635 6.5398 -1.1115 0.0 0.0 0.1 0.4186
H -3.7195 -4.3638 -4.7238 0.0 0.0 -0.1 0.3735
H 2.2388 2.8026 -1.6814 0.0 -0.1 0.1 0.2541
H 1.4687 0.7412 5.9681 0.0 0.0 0.0 0.4132
H 2.3247 5.1709 -1.1360 0.1 0.0 0.1 0.4270
H 1.6311 -3.1446 -5.2785 0.0 0.0 0.0 0.3808
H -0.6302 -4.7404 -1.3841 0.0 0.0 0.0 0.3888
H 6.5103 0.0407 6.4590 0.1 -0.1 0.0 0.4033
H -3.1992 -0.9641 -4.8583 0.0 0.0 0.0 0.2718
H -4.9951 3.2048 1.0508 0.0 -0.2 0.0 0.4088
H 1.9490 1.0391 -3.0839 -0.1 0.1 0.1 0.7755
H -2.1588 -0.3184 -2.6890 0.0 0.0 0.0 -0.0949
H -3.5125 -2.0862 1.2901 0.5 0.4 -0.1 0.4802
H -2.0038 3.0772 -2.1723 -0.1 0.0 0.1 0.2430
H 0.9456 6.1605 2.4011 0.0 0.0 0.0 0.4434
H -3.5340 -6.3499 3.2662 0.0 0.0 0.1 0.3704
H 0.1798 -3.6335 -0.2577 0.0 -0.1 0.0 0.5886
H 7.0823 2.4405 6.5666 0.0 0.0 0.0 0.3682
H 2.7951 -2.3669 -0.2822 0.0 0.0 -0.1 0.4128
H 0.5013 -4.5757 -3.5950 -0.1 -0.1 0.0 0.5336
H -3.8282 5.2758 1.7476 0.1 0.0 0.0 0.3004
H -3.7276 1.1156 0.6951 0.1 0.0 0.0 0.2706
H -5.6495 -2.8520 -4.4516 0.0 0.1 -0.1 0.3485
H -4.9206 -6.0443 1.2395 0.0 0.0 0.0 0.4153
H -1.4374 -5.0602 3.5042 0.1 0.0 0.1 0.4478
H -3.9362 -1.3513 -0.8326 0.1 0.1 0.1 0.2579
H -1.9096 5.4729 -1.6134 -0.1 0.0 0.1 0.3432
H 1.9796 -0.7240 -4.7750 0.0 0.0 0.0 0.4952
H -0.7248 -3.5120 1.7396 0.1 0.1 0.1 0.1953
H 5.1333 0.5677 2.4272 0.0 0.0 0.0 0.3696
H -5.7161 -1.2964 -2.5241 0.0 0.0 0.0 0.4183
H 3.4990 -0.5283 5.3604 0.1 0.0 0.0 0.5810
H 5.6910 2.9469 2.5429 0.0 0.0 0.0 0.4873
H -2.3276 -0.0002 -6.9614 -0.1 0.0 0.0 0.3933
H -0.5234 1.6798 -6.8854 0.0 0.0 0.0 0.4008
H -0.3599 1.0134 4.3050 0.0 0.0 0.0 0.5636
H 1.7286 0.5078 -1.3745 0.2 0.0 -0.3 0.3017
H 0.4785 2.3229 -4.7211 0.1 0.1 0.0 0.4219
H -1.9575 -4.4273 -3.0415 0.1 -0.1 0.0 0.2778
```
Positions in Å, forces in eV/Å.

Values from the calculation:
Net charge = -2
LUMO level (spin up / spin down) = 3.643 / 3.642 eV
2S+1 = 3


Density functional theory data (ωB97M-V/def2-TZVPD) for a molecular structure, C36H39N6O8S4Sr in a non-equilibrium geometry.

Structure (XYZ):
```
94
Properties=species:S:1:pos:R:3:forces:R:3:mulliken_charge:R:1
Sr 1.4611 1.0115 1.0473 -0.3 -1.3 -3.2 1.6392
S 1.3935 4.6572 1.2587 -0.4 -0.3 0.0 -0.2960
S 3.4028 6.8330 1.1654 0.0 -0.1 -0.1 -0.1649
S 3.3622 3.1693 -1.2151 -0.2 -0.2 -0.1 -0.4844
S 5.0062 5.6078 -0.9345 -0.1 -0.1 0.0 -0.1786
O 5.5562 7.9634 0.1381 -0.2 -0.3 0.0 -0.6498
O 2.9474 4.1228 3.5239 -0.2 -0.3 0.2 -0.5769
O -0.4397 -1.9989 -2.6286 0.4 0.1 -0.2 0.6557
O 2.9112 2.3839 2.0409 0.7 1.0 1.4 -1.0031
O -2.3970 -2.5329 2.3601 0.0 -0.3 -0.1 -0.2770
O 2.5513 -4.7670 -0.2777 0.0 -0.2 -0.1 -0.4107
O 0.2443 -1.0889 3.5022 0.1 -0.3 -0.2 -0.5289
O -1.6605 -0.7414 4.6234 -0.2 0.1 0.0 -0.5448
N -1.3289 -3.2176 -0.3077 0.1 0.1 -0.1 -0.0832
N 0.6274 1.5843 3.2207 -0.6 0.5 1.4 -0.7042
N -0.6074 -1.1056 0.6074 0.3 -0.1 0.2 1.5281
N 1.5356 0.5562 -1.9664 -0.7 0.2 0.0 0.5595
N -1.1066 3.6392 -1.4979 0.2 0.3 0.1 -0.3531
N 0.8940 -2.8296 -0.0238 0.1 0.2 0.3 0.6607
C 4.1048 -1.1129 0.8049 -0.1 0.2 0.0 -0.5214
C -1.4315 1.9922 4.3616 -0.1 0.0 0.1 -0.2605
C 2.2584 -2.4793 0.2688 0.0 0.1 0.0 -0.3055
C 2.2543 3.2615 2.6857 0.3 0.8 -0.6 1.0013
C -0.4347 1.2639 -3.4272 0.2 0.1 0.2 1.4542
C -2.2291 -2.8489 -1.3227 -0.1 0.0 0.0 0.6427
C -4.4699 -2.8419 -2.2447 0.0 0.0 0.0 -0.8562
C -3.5850 -3.1525 -1.2219 -0.1 0.0 0.1 -0.7460
C 1.0842 1.0172 -3.2965 0.1 -0.1 -0.1 -1.1962
C 0.2332 -2.8649 -3.5410 0.1 0.1 0.1 -1.1673
C -0.5939 -0.3403 3.9051 0.1 0.4 0.2 -0.0538
C -1.1343 3.3546 4.3990 0.0 0.1 0.0 -0.8751
C -3.6702 0.9533 0.4978 0.0 0.1 -0.1 -0.9734
C 3.1321 -3.5711 0.1005 0.0 0.0 0.0 0.7193
C -0.8325 2.7040 -3.7802 0.0 -0.1 0.0 -1.3593
C 4.4912 -3.4300 0.3045 0.0 0.0 0.0 -0.2528
C 3.5948 4.6587 -0.4197 0.0 0.3 0.2 0.2496
C -3.3411 -3.2380 3.1471 0.2 0.0 0.0 -1.3462
C 3.4222 -5.8263 -0.6015 -0.1 0.0 0.0 -1.0436
C -4.0144 -2.2120 -3.3947 0.0 0.0 0.0 -0.8539
C 4.8117 7.0028 0.1239 0.1 0.3 0.0 0.5949
C 2.7093 -1.2096 0.6132 -0.1 -0.3 0.0 -0.3563
C -0.5038 1.1472 3.7962 0.1 0.2 0.0 0.6951
C 4.9790 -2.1763 0.6664 0.1 0.0 0.0 -1.0061
C 0.0698 3.8040 3.9057 0.0 0.0 0.1 -0.5727
C -4.5463 0.2642 1.3177 0.0 0.0 0.0 -1.1991
C -0.4347 3.7921 -2.7965 0.0 -0.2 0.1 -0.4449
C -2.8434 -1.4017 1.7151 0.0 0.1 0.2 0.2949
C -1.9430 -0.7293 0.8634 0.1 0.0 -0.2 0.6234
C 0.9284 2.8791 3.2998 0.1 -0.1 0.4 -0.0399
C -2.3890 0.4629 0.2918 0.1 0.0 0.0 -0.2378
C -2.6623 -1.9193 -3.5158 -0.1 0.0 -0.1 -0.5048
C -4.1223 -0.9066 1.9338 -0.1 0.1 0.0 -0.5150
C 2.8518 5.2664 0.5522 0.3 -0.2 -0.1 -0.2713
C -0.3197 -2.2793 0.1484 0.0 0.2 -0.2 -1.5766
C -1.7791 -2.2470 -2.5034 0.0 -0.2 0.1 0.4923
H 1.6327 1.9291 -3.5413 0.0 0.0 0.2 0.6090
H 0.1290 -3.9100 -3.2348 0.0 0.0 0.0 0.3518
H 5.1684 -4.2659 0.1879 0.0 0.0 0.0 0.3534
H -0.1505 -2.7518 -4.5575 0.0 0.0 0.0 0.3667
H -5.5213 -3.0829 -2.1354 0.1 0.0 0.0 0.4069
H -3.9830 1.8694 0.0075 0.1 -0.1 0.1 0.4588
H -0.3881 2.9576 -4.7494 0.0 0.0 0.0 0.4177
H -2.2780 -1.4342 -4.4073 0.0 0.0 0.1 0.3319
H -1.8344 4.0517 4.8431 0.0 0.0 0.0 0.4279
H -4.8026 -1.4234 2.5998 0.1 0.1 -0.1 0.4278
H 1.2881 -2.5912 -3.5215 -0.1 0.0 0.0 0.2247
H -3.6781 -2.6485 4.0067 0.0 0.0 0.0 0.4483
H -5.5521 0.6300 1.4950 0.1 0.0 0.0 0.3960
H -4.2170 -3.5303 2.5650 0.0 0.0 -0.1 0.3982
H 4.5301 -0.1421 1.0673 0.0 -0.1 0.0 0.4242
H -0.7029 4.3500 -0.8885 0.0 -0.3 0.2 0.1381
H -1.6264 -1.7025 4.5757 0.0 -0.3 0.1 0.4838
H -1.9223 2.7400 -3.9166 0.1 0.0 0.0 0.3647
H -4.7007 -1.9508 -4.1919 0.0 0.0 0.1 0.4041
H -2.8336 -4.1315 3.5058 0.0 0.0 0.0 0.2559
H -1.7892 -3.6174 0.4915 -0.2 -0.1 0.2 0.3424
H -2.0885 3.8839 -1.5879 0.0 0.0 -0.1 0.2104
H -2.3411 1.5942 4.7897 0.0 0.0 0.0 0.5269
H 1.2154 -0.3933 -1.8143 0.0 -0.2 0.0 -0.6252
H 6.0463 -2.0484 0.8303 -0.1 0.0 0.0 0.4007
H -0.9176 0.9443 -2.5025 -0.1 0.0 0.0 -0.7245
H 0.6414 3.7764 -2.6116 0.0 -0.1 0.0 0.1387
H -3.9465 -3.6331 -0.3160 0.0 0.1 -0.1 0.3526
H 3.7939 4.2758 3.0836 0.0 0.0 -0.1 0.4390
H 1.3699 0.2749 -4.0511 0.0 0.0 -0.1 0.2867
H 0.8182 -3.7474 -0.4217 -0.1 -0.2 -0.1 0.4823
H -1.6905 1.0039 -0.3380 -0.1 0.1 -0.1 0.2852
H 3.9857 -6.1654 0.2719 0.0 0.0 0.0 0.3399
H 0.3635 4.8443 3.9540 0.0 -0.1 0.0 0.5199
H -0.6630 4.7612 -3.2528 0.0 0.1 -0.1 0.4083
H 2.5476 0.5496 -1.9328 0.1 0.0 0.1 0.2444
H -0.8281 0.6308 -4.2293 0.0 -0.1 0.1 -0.0167
H 4.1276 -5.5381 -1.3856 0.0 0.0 0.0 0.4233
H 2.7996 -6.6426 -0.9605 0.0 0.0 0.0 0.2562
```
Positions in Å, forces in eV/Å.

Values from the calculation:
Net charge = -1
LUMO level = 1.815 eV
Relative energy (zero: lowest compared OMol25 entry of this formula, charge and spin) = 49.5 kcal per mole